No. 1
H14O7 | ωB97M-V/def2-TZVPD

Last column: Löwdin charge in e.
Geometry (Å):
O  -0.00769  -2.56479  1.07006  -0.081
H  -0.57837  -1.77222  0.95565  0.003
H  0.37810  -2.47719  1.94742  0.022
O  0.66837  1.17607  1.87847  -0.034
H  0.94927  0.85082  2.74227  0.073
H  1.48357  1.31355  1.38944  0.031
O  1.80535  0.69303  -0.77242  -0.041
H  2.68357  0.49610  -0.41505  0.077
H  1.75068  1.65932  -0.77386  0.077
O  -1.78618  3.13792  0.97313  -0.052
H  -1.08743  2.51332  0.76101  -0.012
H  -2.55056  2.58828  1.17929  0.042
O  2.61546  -1.45160  -2.65734  -0.061
H  2.25593  -0.77505  -2.06781  -0.019
H  2.23758  -2.28017  -2.34076  0.039
O  -3.28140  -0.93856  -1.50670  -0.074
H  -2.67533  -0.65807  -0.80127  -0.010
H  -2.95422  -1.80114  -1.78114  0.030
O  -0.95416  -0.13565  0.03584  -0.071
H  -0.69311  0.40691  0.80466  0.015
H  -0.25944  0.01914  -0.62087  0.048

The value obtained for the LUMO energy is -0.5 eV. The frontier orbital gap comes out at 0.3779 hartree. As for the structure (SMILES): O.O.O.O.O.O.O. As for the highest occupied orbital energy: -10.811 eV.

***

No. 2
C4H7NOS | ωB97M-V/def2-TZVPD

Last column: Löwdin charge in e.
Geometry (Å):
C  -2.91517  -0.24574  0.05758  -0.160
C  -1.42911  -0.75006  -0.13485  -0.194
C  -0.37891  0.10256  0.24583  -0.140
C  1.71431  0.76534  -0.27139  -0.478
H  -2.78367  0.91261  0.10623  0.076
H  -3.29341  -0.55939  1.10984  0.078
H  -3.54675  -0.68192  -0.90974  0.119
H  -0.95481  -1.90402  -0.77237  0.217
H  -0.32199  1.29926  1.33606  0.267
H  1.11781  1.64274  -0.75101  0.157
H  5.04572  -0.14095  0.16744  -0.153
N  2.90572  0.64816  -0.12977  -0.382
O  1.00997  -0.37692  -0.16344  -0.165
S  3.83028  -0.71166  0.10961  0.757

The value obtained for the LUMO energy is 0.1 eV. The frontier orbital gap comes out at 0.3177 hartree. As for the highest occupied orbital energy: -8.570 eV.

***

No. 3
C44H55F33O22 | ωB97M-V/def2-TZVPD

Last column: Löwdin charge in e.
Geometry (Å):
C  -3.23032  4.73317  1.95332  -0.041
C  -2.66385  4.26244  0.60861  -0.181
O  -3.42309  3.06905  0.39382  -0.011
C  -3.78052  2.70658  -0.88638  -0.264
O  -3.62104  3.35788  -1.95473  0.107
C  -4.54981  1.35102  -0.85912  -0.494
F  -3.99470  0.48655  0.01672  0.146
F  -5.80104  1.52773  -0.41185  0.163
F  -4.55601  0.84057  -2.12808  0.143
H  -4.29729  4.94551  1.88559  0.068
H  -2.66210  5.62211  2.22722  0.082
H  -3.13710  3.96736  2.72335  0.089
H  -1.62981  3.93038  0.70132  0.111
H  -2.77810  4.99427  -0.19105  0.121
C  5.33513  6.80166  -0.56315  -0.048
C  6.33342  5.82571  0.08788  -0.208
O  5.73724  4.54869  0.34538  -0.011
C  5.89063  3.49552  -0.57744  -0.288
O  6.48131  3.57308  -1.65564  0.141
C  5.42448  2.16635  -0.04436  -0.629
F  6.39995  1.28839  -0.28484  0.185
F  5.15397  2.28581  1.24257  0.186
F  4.35366  1.80132  -0.66456  0.209
H  4.45850  6.84317  0.08330  0.066
H  5.09325  6.33844  -1.51972  0.073
H  5.74843  7.80360  -0.67887  0.083
H  6.66188  6.25463  1.03458  0.123
H  7.16771  5.68661  -0.59966  0.118
C  6.26612  0.22514  4.49485  -0.040
C  5.04782  -0.44403  3.81166  -0.164
O  3.93112  0.46279  3.84056  0.043
C  3.09515  0.48712  4.80116  -0.394
O  3.02837  -0.26253  5.81027  0.115
C  1.87905  1.35333  4.52882  -0.514
F  1.78619  2.28231  5.49537  0.161
F  1.88548  2.00130  3.36454  0.163
F  0.77764  0.53708  4.60251  0.136
H  6.52299  1.19822  4.07624  0.081
H  7.08155  -0.48363  4.35058  0.077
H  6.18949  0.18748  5.58150  0.081
H  4.81773  -1.44296  4.18220  0.127
H  5.22263  -0.55985  2.74202  0.119
C  1.48454  0.25352  -0.03381  -0.040
C  0.05236  0.68421  0.30861  -0.203
O  -0.54298  0.08286  1.44780  0.009
C  -1.18337  -1.16663  1.29491  -0.314
O  -1.32415  -1.75736  0.24836  0.155
C  -1.76518  -1.74578  2.53591  -0.588
F  -1.37462  -2.96276  2.63505  0.214
F  -1.34506  -1.12072  3.62985  0.189
F  -3.13167  -1.80361  2.41801  0.140
H  2.30596  0.67495  0.54564  0.069
H  1.62744  0.44804  -1.09675  0.069
H  1.64081  -0.82338  0.02928  0.051
H  -0.56119  0.46593  -0.56546  0.119
H  0.11139  1.74589  0.54830  0.099
C  -6.18424  -0.92317  3.26156  -0.057
C  -7.41902  -0.07380  2.97745  -0.215
O  -7.09852  1.24589  2.55828  0.023
C  -8.02775  2.13696  2.16065  -0.343
O  -9.24628  1.97491  2.30324  0.143
C  -7.47172  3.45200  1.67805  -0.511
F  -8.14992  3.84175  0.54212  0.141
F  -7.74963  4.33363  2.68040  0.148
F  -6.16720  3.49594  1.51191  0.175
H  -5.57576  -0.48412  4.05219  0.084
H  -5.57030  -0.82035  2.36679  0.058
H  -6.61767  -1.89127  3.51259  0.092
H  -8.03116  -0.13361  3.87734  0.131
H  -7.89956  -0.55666  2.12655  0.130
C  4.40969  -5.69540  -1.39229  -0.064
C  4.61172  -5.38120  0.10573  -0.175
O  3.53510  -4.46221  0.43813  -0.006
C  3.40727  -3.90064  1.67810  -0.304
O  4.24550  -4.06633  2.55998  0.132
C  2.04619  -3.18321  1.93031  -0.567
F  1.34908  -3.31094  0.76058  0.123
F  1.35106  -3.77414  2.88268  0.198
F  2.24981  -1.93489  2.19741  0.216
H  4.97494  -6.59837  -1.62303  0.079
H  4.72278  -4.85926  -2.01755  0.064
H  3.39268  -6.00831  -1.62866  0.078
H  5.63950  -5.06389  0.28201  0.126
H  4.47650  -6.34424  0.59805  0.124
C  2.51956  1.80319  -4.02263  -0.052
C  3.16689  3.19546  -3.80083  -0.176
O  4.13528  3.54675  -4.82253  0.033
C  4.35297  4.85779  -5.06396  -0.381
O  3.80588  5.74186  -4.51264  0.170
C  5.49623  5.14881  -6.08986  -0.612
F  6.45034  4.25862  -6.08533  0.201
F  4.93493  4.99941  -7.26556  0.183
F  5.94032  6.38409  -5.95132  0.193
H  1.51529  1.78448  -3.59933  0.063
H  3.12203  1.02675  -3.55118  0.066
H  2.51036  1.67219  -5.10469  0.083
H  3.71155  3.11099  -2.86044  0.106
H  2.33603  3.89796  -3.73556  0.104
C  -0.89624  -5.41602  0.03488  -0.035
C  -0.65664  -6.35398  1.23784  -0.207
O  -1.85497  -6.40044  1.96864  0.003
C  -1.92197  -7.12815  3.12252  -0.268
O  -1.07217  -7.96365  3.55644  0.111
C  -3.18135  -6.77357  3.96363  -0.564
F  -2.88128  -6.55341  5.21881  0.204
F  -3.85817  -5.73034  3.49908  0.167
F  -4.05156  -7.80679  3.88508  0.145
H  0.06323  -5.16946  -0.41979  0.064
H  -1.39171  -4.48750  0.31856  0.059
H  -1.50979  -5.90776  -0.72000  0.079
H  0.15624  -6.05351  1.89894  0.118
H  -0.38526  -7.34361  0.87030  0.128
C  -0.33521  6.20788  -3.79892  -0.056
C  -0.95719  5.59334  -2.55675  -0.218
O  -0.06048  5.75616  -1.47214  0.032
C  0.53083  4.68064  -0.93699  -0.301
O  0.45430  3.49937  -1.35364  0.092
C  1.33557  5.02019  0.39547  -0.548
F  1.06678  4.07971  1.33529  0.148
F  2.62114  4.98532  0.12866  0.180
F  1.07643  6.24848  0.79918  0.188
H  -0.99205  6.16505  -4.66773  0.088
H  0.62640  5.80669  -4.11898  0.066
H  -0.05389  7.23515  -3.56724  0.084
H  -1.30678  4.59550  -2.82171  0.117
H  -1.82289  6.23285  -2.38438  0.128
C  -0.89046  -0.62471  -4.77386  -0.069
C  -0.31535  -1.83624  -5.42732  -0.251
O  0.54023  -2.61740  -4.63126  0.023
C  1.80202  -2.07842  -4.27261  -0.280
O  2.40979  -1.20825  -4.84137  0.169
C  2.50740  -2.92371  -3.19658  -0.554
F  1.75240  -3.85028  -2.67059  0.181
F  3.56902  -3.58420  -3.66322  0.171
F  2.83232  -2.12117  -2.14981  0.144
H  -1.35350  -0.68929  -3.78921  0.076
H  -1.67469  -0.16745  -5.37717  0.090
H  -0.10347  0.06875  -4.47745  0.060
H  0.12744  -1.40960  -6.32733  0.122
H  -1.07189  -2.43313  -5.93671  0.128
C  -5.07440  -3.01889  -0.37373  -0.028
C  -5.49463  -3.99142  0.72433  -0.247
O  -5.28462  -5.30090  0.36482  0.041
C  -5.90757  -6.29175  0.99102  -0.348
O  -6.78859  -6.18880  1.82362  0.158
C  -5.34006  -7.69222  0.56821  -0.539
F  -5.16446  -8.46533  1.64332  0.151
F  -6.21696  -8.35815  -0.17906  0.172
F  -4.14819  -7.68669  -0.03185  0.163
H  -5.59452  -3.24378  -1.30486  0.083
H  -4.00819  -3.16054  -0.55046  0.072
H  -5.14767  -1.95921  -0.12919  0.061
H  -6.52390  -3.88050  1.06548  0.122
H  -5.01966  -3.77209  1.68057  0.118

The value obtained for the LUMO energy is 0.2 eV. The frontier orbital gap comes out at 0.4138 hartree. As for the structure (SMILES): CCOC(=O)C(F)(F)F.CCOC(=O)C(F)(F)F.CCOC(=O)C(F)(F)F.CCOC(=O)C(F)(F)F.CCOC(=O)C(F)(F)F.CCOC(=O)C(F)(F)F.CCOC(=O)C(F)(F)F.CCOC(=O)C(F)(F)F.CCOC(=O)C(F)(F)F.CCOC(=O)C(F)(F)F.CCOC(=O)C(F)(F)F. As for the highest occupied orbital energy: -11.080 eV.

***

No. 4
C34H43ClCoN3O4P | ωB97M-V/def2-TZVPD

Last column: Löwdin charge in e.
Geometry (Å):
Co  -1.26348  0.64796  0.30333  0.641
Cl  -1.43818  -1.51706  7.39745  0.640
C  -1.11648  -0.87454  5.81375  -0.682
C  -0.10204  0.09932  5.66322  -0.091
C  0.16986  0.63365  4.44135  0.003
C  -0.53222  0.22269  3.25909  -0.339
O  -0.23506  0.72207  2.13953  -0.065
C  -1.55804  -0.77477  3.44737  -0.132
C  -2.31914  -1.23313  2.35709  -0.163
O  -2.19508  -0.91556  1.15274  -0.111
C  -1.82792  -1.29640  4.73759  -0.074
H  0.45828  0.41219  6.53459  0.106
H  0.94295  1.38161  4.32109  0.118
H  -3.11240  -1.96003  2.58952  0.135
H  -2.60402  -2.04377  4.85530  0.114
C  -4.84826  0.46132  -3.26283  -0.104
C  -4.11679  0.21158  -1.94505  -0.520
C  -4.42842  -1.18905  -1.40625  -0.114
P  -2.28099  0.55875  -1.90392  1.078
C  -1.38752  -0.72809  -2.90777  -0.520
C  -1.92701  -1.03150  -4.30313  -0.101
C  -1.21761  -2.02023  -2.10091  -0.110
C  -2.14184  2.06476  -2.98758  -0.524
C  -0.68327  2.48721  -3.18179  -0.094
C  -2.94626  3.24276  -2.42726  -0.107
H  -5.91474  0.27808  -3.11166  0.084
H  -4.50592  -0.20785  -4.05028  0.063
H  -4.73636  1.48769  -3.61064  0.063
H  -4.49574  0.93224  -1.20993  0.092
H  -4.27484  -1.94673  -2.17601  0.070
H  -5.47475  -1.24263  -1.09807  0.081
H  -3.80686  -1.43087  -0.54501  0.048
H  -0.39387  -0.28047  -3.00662  0.091
H  -2.85368  -1.60410  -4.24886  0.066
H  -1.19832  -1.63801  -4.84559  0.083
H  -2.10565  -0.12886  -4.88793  0.068
H  -2.13962  -2.59949  -2.07297  0.066
H  -0.91871  -1.81128  -1.07176  0.051
H  -0.44996  -2.64252  -2.55914  0.079
H  -2.55769  1.78168  -3.95759  0.089
H  -0.19745  2.66493  -2.22132  0.054
H  -0.65079  3.41740  -3.75327  0.086
H  -0.10310  1.74343  -3.72834  0.075
H  -2.42832  3.69678  -1.58133  0.056
H  -3.94365  2.95386  -2.09391  0.060
H  -3.05596  4.00558  -3.20050  0.086
N  -1.08485  3.52003  0.67228  0.026
C  -1.61795  4.70489  0.98723  -0.089
C  -2.94862  4.49619  1.29873  -0.066
C  -3.13462  3.12144  1.13625  -0.144
N  -1.99838  2.54501  0.75489  -0.055
H  -0.10535  3.28187  0.34690  0.083
H  -1.03828  5.61218  0.96726  0.121
H  -3.67428  5.23057  1.60062  0.093
H  -4.02901  2.53538  1.27436  0.111
C  4.58648  -3.70843  3.40058  -0.051
C  3.96668  -3.63679  2.02970  -0.231
C  3.70763  -4.81215  1.33548  -0.057
C  3.12944  -4.77969  0.07722  -0.087
C  2.81386  -3.56210  -0.49418  -0.029
C  3.05368  -2.36997  0.18678  -0.208
N  2.64720  -1.16759  -0.44184  0.094
C  3.43550  -0.05799  -0.63025  -0.205
C  4.82171  -0.23433  -0.78011  -0.029
C  5.66119  0.83551  -0.99520  -0.083
C  5.15172  2.12828  -1.05912  -0.095
C  3.79479  2.32076  -0.90712  -0.029
C  2.91319  1.25717  -0.70336  -0.058
C  1.47452  1.62265  -0.49804  -0.532
O  1.20274  2.81639  -0.26976  -0.013
O  0.57465  0.70823  -0.55158  -0.122
C  3.63251  -2.39821  1.46527  -0.158
C  3.86787  -1.13711  2.25216  -0.019
H  4.80996  -4.74055  3.66527  0.073
H  3.91301  -3.30421  4.15919  0.081
H  5.51287  -3.13234  3.44361  0.085
H  3.95740  -5.76436  1.78838  0.106
H  2.94135  -5.69999  -0.46113  0.100
H  2.39768  -3.51574  -1.49081  0.106
H  1.65491  -0.98936  -0.49675  0.114
H  5.21481  -1.24285  -0.73215  0.118
H  6.72385  0.66832  -1.12054  0.103
H  5.80768  2.97459  -1.21374  0.096
H  3.37456  3.31647  -0.93238  0.113
H  3.25139  -0.31752  1.89412  0.077
H  4.91301  -0.82350  2.17929  0.094
H  3.64047  -1.29176  3.30672  0.073

The value obtained for the LUMO energy (alpha / beta) is 0.0 / -0.2 eV. The spin multiplicity is 4. The frontier orbital gap (alpha / beta) comes out at 0.2742 / 0.2675 hartree. As for the highest occupied orbital energy (alpha / beta): -7.449 / -7.452 eV. The expectation value of S² is 3.758.

***

In order of appearance, electronic energy = -535.0628, -684.5434, -6660.5054, -3971.0501 a.u..
In order of appearance, energy relative to the best compared isomer or geometry (same formula, charge and spin) = 1.6617, 7.1752, 5.1236, 0.0000 eV.